The following is a DFT calculation (the ωB97M-V functional and the def2-TZVPD basis) of a structure of composition C10H30FO5S5Sn.

Computed properties:
Maximum force, eV/Å: 3.35
M, g mol⁻¹: 528.39
Multiplicity: 1
Orbital gap, eV: 1.5
LUMO energy, eV: -8.95
Highest occupied orbital energy, eV: -10.4
ΔE to the lowest compared entry with this formula, charge and spin, kJ/mol: 949.5
Net charge: +1
Total energy, hartree: -3079.483712

The geometry in XYZ format:
```
52
Properties=species:S:1:pos:R:3:forces:R:3
Sn -3.22873 2.97058 4.33494 0.34 -0.37 -0.52
F -1.11302 -0.50172 1.36913 -0.26 0.44 0.41
C 3.98872 2.72220 2.86723 -1.12 -2.55 0.44
S 3.63802 4.41579 2.72822 0.53 2.35 1.98
O 2.31576 4.65715 3.44353 1.06 -0.45 -0.81
C 4.94006 4.84932 4.04944 -0.29 0.11 0.11
H 4.87767 2.31611 3.34989 0.45 0.68 -0.52
H 3.72506 2.18688 1.95508 0.45 0.15 -0.22
H 3.20992 2.38349 3.55050 -0.27 0.07 0.22
H 4.57502 4.35492 4.94967 -0.10 -0.23 -0.08
H 5.04632 5.89769 4.32828 -0.61 0.21 -0.59
H 5.96235 4.52446 3.85579 -0.23 -0.38 -0.51
C -7.83491 2.70905 -3.15997 1.07 0.27 0.43
S -6.06460 2.49450 -2.63946 -1.13 -0.20 2.08
O -5.93062 3.08011 -1.21909 -0.09 -0.32 -1.89
C -6.28290 0.69237 -2.24711 -0.03 0.85 0.18
H -8.01008 3.77876 -3.27463 0.00 -0.13 -0.20
H -8.46491 2.31999 -2.36006 0.04 -0.07 -0.12
H -7.92573 2.15274 -4.09291 -0.23 0.14 0.02
H -6.24592 0.77813 -1.16111 0.43 -0.32 -0.01
H -5.47071 0.10897 -2.68084 -0.28 -0.10 0.15
H -7.29469 0.34666 -2.45891 0.28 -0.12 -0.54
C 0.98451 -4.49985 5.81762 0.77 -0.88 -0.24
S 2.78186 -5.01616 6.11681 0.85 0.18 -1.49
O 3.25531 -6.03516 5.09290 -1.19 0.93 1.16
C 3.62324 -3.47028 5.51654 -0.63 -0.40 0.19
H 0.39110 -5.33012 6.20052 0.12 -0.05 0.08
H 0.79132 -4.44388 4.74633 0.18 0.28 0.01
H 0.69665 -3.60323 6.36654 0.38 0.06 -0.09
H 3.49349 -3.42364 4.43529 -0.45 0.06 0.06
H 4.70340 -3.50071 5.65948 -0.17 -0.35 0.51
H 3.16999 -2.63876 6.05621 0.15 0.17 -0.20
C 0.85143 5.55552 -3.17824 0.25 0.54 -0.79
S 1.81581 4.44957 -4.30513 2.55 0.27 1.35
O 3.29680 4.43586 -3.82985 -2.69 0.31 -0.77
C 1.20307 2.83546 -3.87288 0.02 -0.83 -0.20
H -0.14752 5.16095 -2.99244 0.31 -0.27 0.49
H 0.67558 6.49748 -3.69775 0.08 -0.12 -0.54
H 1.47439 5.89749 -2.35175 -0.16 -0.86 0.40
H 0.14423 2.76537 -4.12200 0.00 -0.03 0.15
H 1.45418 2.44169 -2.88800 -0.25 0.77 0.38
H 1.76000 2.14415 -4.50533 -0.11 0.19 -0.47
C 0.12183 -6.70737 -4.38454 1.50 -0.10 0.93
S 0.30022 -5.00136 -3.63594 -2.14 -1.24 -2.26
O -0.16425 -4.12070 -4.79722 0.57 -0.71 1.96
C -1.13317 -5.55542 -2.60104 -0.23 1.44 1.29
H -0.76749 -6.63552 -5.01068 0.38 -0.15 -0.11
H 0.03168 -7.41798 -3.56295 -0.58 0.08 0.04
H 1.05074 -7.07844 -4.81762 -0.18 0.59 -0.89
H -0.77226 -6.26102 -1.85273 0.25 -0.22 -0.29
H -2.01356 -5.95416 -3.10504 0.42 -0.03 -0.50
H -1.48465 -4.72796 -1.98470 0.01 0.36 -0.18
```
Forces are in eV/Å.

The following is a DFT calculation (the ωB97M-V functional and the def2-TZVPD basis) of a structure of composition C10H30KO18P2.

Computed properties:
Maximum force, eV/Å: 4.36
M, g mol⁻¹: 539.38
Multiplicity: 2
Orbital gap (spin up / spin down), eV: 4.6 / 4.6
LUMO energy (spin up / spin down), eV: 7.78 / 7.78
Highest occupied orbital energy (spin up / spin down), eV: 3.2 / 3.2
Net charge: -4
Total energy, hartree: -3035.952036

The geometry in XYZ format:
```
61
Properties=species:S:1:pos:R:3:forces:R:3
K 0.25705 -0.07609 0.11347 0.41 0.49 0.43
P 2.13950 2.39903 2.98330 -1.45 -0.25 -1.14
O 1.28589 3.07600 4.11961 0.68 -0.89 -0.99
O 3.30135 1.65468 3.75033 0.22 0.70 -0.15
O 2.76594 3.46198 2.01712 -0.22 -1.26 1.44
O 1.31386 1.29403 2.19254 0.86 1.45 1.35
P -0.24050 -0.97499 -2.82618 -0.17 -2.11 -3.81
O 0.30939 0.43987 -2.61037 -0.07 0.79 0.73
O 0.61459 -2.00534 -2.03210 0.38 0.10 0.58
O -0.32605 -1.29027 -4.36020 0.22 0.23 2.00
O -1.67087 -1.04949 -2.19769 -0.20 0.23 0.10
C -1.57784 -3.29416 0.45103 0.32 -0.53 -0.95
C -2.67825 -2.28187 0.60767 -0.80 0.12 1.37
O -2.45216 -1.01604 0.14213 -0.07 0.93 1.55
O -1.34458 -3.62785 -0.91196 -0.76 -0.73 1.47
H -1.82531 -4.21598 0.97745 -0.31 -0.21 0.12
H -0.64260 -2.96117 0.90109 0.17 0.47 0.22
H -2.87188 -2.08843 1.66276 0.02 -0.59 0.63
H -3.62161 -2.65771 0.21154 -0.22 -0.56 -0.36
H -2.30315 -1.04330 -0.80585 0.79 0.13 -2.18
H -1.08935 -2.78315 -1.29003 0.54 0.62 -1.28
C 2.44386 2.95377 -2.47087 -0.27 -0.20 -0.56
C 3.25667 1.73300 -2.14586 -0.18 -1.55 0.25
O 2.53612 0.72051 -1.40360 2.06 1.78 0.74
O 1.48340 2.58483 -3.46773 1.01 2.09 0.25
H 3.05473 3.75805 -2.88084 0.46 -0.07 -0.52
H 2.08268 3.42279 -1.55564 -0.80 -0.39 0.22
H 4.20745 1.98947 -1.67859 -0.03 -0.12 0.48
H 3.45042 1.18710 -3.06920 0.55 0.52 -0.64
H 1.77131 0.57890 -1.96629 -1.40 -0.73 -0.64
H 0.91286 1.92181 -3.07216 -0.84 -1.07 0.03
C -2.11094 3.00139 -1.73001 1.07 0.17 1.84
C -3.14696 1.92364 -1.86994 0.66 -1.07 -2.00
O -2.76596 1.12060 -3.01213 -1.76 2.26 0.00
O -0.86066 2.46399 -1.26833 -1.31 0.64 -0.05
H -2.37911 3.66836 -0.91066 -0.39 0.48 -0.04
H -1.92391 3.57332 -2.63887 -0.36 -0.05 -0.34
H -4.13282 2.30909 -2.13000 -0.25 0.43 0.16
H -3.23680 1.31986 -0.96692 0.18 0.00 0.20
H -2.26877 0.33929 -2.75922 0.57 -1.60 0.68
H -0.79343 1.63894 -1.75452 1.00 -0.87 -0.72
C 2.09182 -4.39272 0.21180 0.85 0.97 -0.94
C 3.14884 -3.29749 0.12047 0.21 1.48 0.54
O 2.59141 -1.99657 -0.10532 0.72 -1.09 1.77
O 1.56791 -4.49632 -1.04922 -0.40 -1.58 -1.49
H 1.25261 -4.10901 0.84689 0.44 -0.11 1.01
H 2.56044 -5.35530 0.41662 -0.04 -0.19 0.64
H 3.89010 -3.39895 -0.67221 -0.17 -1.06 -0.49
H 3.78249 -3.28555 1.00728 -0.22 0.43 0.62
H 2.14595 -1.99899 -0.95571 -0.79 0.22 -1.13
H 1.09701 -3.68114 -1.23718 -0.80 0.86 -0.90
C -1.91101 1.46374 4.92566 1.73 0.54 -0.63
C -1.89165 0.89890 3.52893 -1.19 0.22 -0.98
O -1.16034 1.63520 2.57819 -2.50 -0.11 1.05
O -0.58545 1.37742 5.39663 -0.70 -0.92 1.62
H -2.60136 0.93088 5.57954 -0.04 -0.11 0.16
H -2.11269 2.53421 4.88669 -0.84 0.23 -0.08
H -2.92445 0.89476 3.18051 -0.42 -0.21 -0.27
H -1.56439 -0.13910 3.58858 0.19 -0.28 0.02
H -0.23553 1.39105 2.66016 2.28 0.04 -0.52
H -0.06528 1.85651 4.74740 1.36 0.90 -0.45
```
Forces are in eV/Å.

The following is a DFT calculation (the ωB97M-V functional and the def2-TZVPD basis) of a structure of composition C10H30KO18PV2.

Computed properties:
Maximum force, eV/Å: 5.01
M, g mol⁻¹: 610.29
Multiplicity: 1
Orbital gap, eV: 5.8
LUMO energy, eV: -3.10
Highest occupied orbital energy, eV: -8.9
Net charge: 0
Total energy, hartree: -4582.708921

The geometry in XYZ format:
```
62
Properties=species:S:1:pos:R:3:forces:R:3
K 4.14737 -0.18376 -1.70582 -0.19 -0.51 0.27
O 1.84886 3.85660 -1.74694 0.70 -0.12 -0.13
V 1.65879 2.34689 -2.05898 -4.96 0.74 -0.08
O 0.41994 2.32148 -3.08753 2.45 -0.19 0.58
O 3.28601 2.74055 3.10883 -0.50 -1.10 -2.43
V 3.17419 2.26634 1.57882 0.64 2.07 3.89
O 4.43349 2.95103 0.93126 -0.23 -0.56 -0.58
P 1.19709 0.91519 0.29792 -2.27 -1.90 0.40
O 0.19544 1.68198 -0.59147 1.20 -0.88 -0.09
O 2.50078 1.50216 -0.30860 2.63 -0.31 -1.04
O 1.13688 -0.62560 0.07379 0.36 2.23 0.11
O 1.27444 1.30923 1.78163 0.79 0.29 -1.00
C -0.97974 -1.79580 2.56538 -0.16 0.27 -0.56
C -0.52455 -0.96165 3.76457 -0.08 -0.49 -0.75
O 0.87846 -0.82514 3.71968 0.24 0.07 0.45
O -1.12345 -0.99475 1.36469 -0.39 0.26 0.17
H -1.95904 -2.25119 2.71747 -0.08 0.16 0.10
H -0.28128 -2.60667 2.35714 0.14 0.00 0.18
H -0.75358 -1.43783 4.71821 -0.12 -0.16 -0.11
H -1.05844 -0.00901 3.71953 0.10 0.17 0.10
H 1.10460 -0.17990 3.04911 -0.01 0.30 -0.11
H -0.31874 -0.82382 0.82692 -0.37 -0.90 1.01
C -0.11662 -0.86097 -4.48457 0.70 -1.74 1.62
C 0.51714 -1.46414 -3.18929 -0.93 -0.37 -0.68
O 1.27838 -0.46536 -2.50034 1.11 0.13 -0.66
O 0.97447 -0.51895 -5.30895 0.20 0.78 0.24
H -0.74501 -0.00962 -4.21914 -0.25 -0.10 -0.30
H -0.59007 -1.72417 -4.95352 -0.62 0.46 -0.15
H 1.10796 -2.32924 -3.50247 0.72 0.40 -0.13
H -0.17653 -1.96529 -2.51075 -0.46 0.65 0.12
H 1.01389 -0.45162 -1.56499 -0.18 -0.54 0.25
H 1.42564 0.08232 -4.70280 0.43 0.31 -0.65
C -3.82106 -0.23832 -0.83675 -0.14 0.63 -0.07
C -2.56168 -0.13568 -1.73089 -0.30 -0.73 1.12
O -2.12304 1.19806 -1.89583 -0.59 -0.45 -0.43
O -3.57326 0.13711 0.50148 0.11 0.55 0.02
H -4.36597 -1.18592 -0.79008 0.58 -0.48 -0.63
H -4.55208 0.46269 -1.24865 0.04 0.21 0.07
H -2.74386 -0.66702 -2.66800 -0.11 0.47 -0.35
H -1.77131 -0.71817 -1.24429 0.09 -0.12 0.13
H -1.39180 1.35600 -1.28547 -0.16 0.01 -0.18
H -2.68947 -0.16557 0.75573 0.03 -0.29 0.16
C -2.07903 3.91087 0.62447 0.73 -0.50 -1.82
C -2.10887 3.08396 1.90557 0.93 0.17 -0.35
O -0.97675 3.35965 2.73625 -0.71 0.29 0.27
O -0.85611 3.99208 -0.17836 0.67 -0.78 1.43
H -2.32928 4.95397 0.80790 -0.31 -0.13 -0.01
H -2.68382 3.40310 -0.13197 -1.26 0.41 0.62
H -2.13950 2.01447 1.69375 -0.07 -0.07 -0.19
H -3.03312 3.32305 2.43204 0.08 0.09 0.15
H -0.31705 2.71757 2.49629 0.50 -0.28 0.00
H -0.45110 3.08172 -0.24156 -1.00 1.65 0.19
C 2.67391 -3.44033 1.55838 -1.19 -0.64 -0.62
C 2.02847 -3.90963 0.23862 1.59 -0.17 0.07
O 0.72306 -3.44973 0.04972 -0.22 -0.30 -0.03
O 2.94529 -2.05530 1.59717 0.77 -0.10 -0.03
H 3.57247 -4.01096 1.79352 0.22 0.24 -0.25
H 1.92177 -3.78323 2.27721 0.06 0.59 0.56
H 2.06649 -5.00099 0.23367 -0.55 -0.05 0.18
H 2.68007 -3.66220 -0.61092 0.03 0.40 -0.16
H 0.75031 -2.50170 -0.11029 -0.06 0.12 0.07
H 2.25955 -1.55880 1.13250 -0.41 -0.17 0.11
```
Forces are in eV/Å.

The following is a DFT calculation (the ωB97M-V functional and the def2-TZVPD basis) of a structure of composition C10H30N2O4.

Computed properties:
Maximum force, eV/Å: 9.30
M, g mol⁻¹: 242.36
Multiplicity: 1
Orbital gap, eV: 8.4
LUMO energy, eV: 0.45
Highest occupied orbital energy, eV: -8.0
ΔE to the lowest compared entry with this formula, charge and spin, kJ/mol: 1611.9
Net charge: 0
Total energy, hartree: -808.799842

The geometry in XYZ format:
```
46
Properties=species:S:1:pos:R:3:forces:R:3
C 2.13871 -1.77894 1.10618 4.08 -0.55 1.09
O 0.80347 -2.00879 1.33842 8.65 2.28 -2.54
H 2.86930 -2.40512 1.61830 -0.57 -0.15 0.49
H 2.50458 -1.71170 0.08162 -0.03 -1.34 0.38
H 2.36363 -0.75418 1.40177 0.53 -0.85 1.37
H 0.41551 -1.47725 0.63946 3.45 -2.27 3.04
C 1.33630 -3.63368 3.40504 -1.43 0.77 -1.35
O 0.14949 -3.34703 2.65191 -2.52 -5.83 6.55
H 1.27198 -4.66169 3.76164 0.46 0.07 0.07
H 2.15142 -3.40829 2.71739 0.38 -1.09 0.63
H 1.47242 -2.91941 4.21707 -0.14 -0.09 0.53
H 0.36654 -2.78564 1.90402 -0.69 -2.18 1.17
C -1.99830 3.63037 -1.56341 -0.16 -1.03 0.94
C -1.36959 2.43477 -0.70285 0.05 2.15 0.67
C 0.18859 2.44610 -0.63950 -2.60 1.31 -1.19
O 0.50834 1.23522 -0.09298 1.10 5.94 1.51
C 1.91182 1.15235 0.24743 2.74 4.08 3.42
N -1.82550 2.40205 0.71307 -0.21 0.96 -0.65
H -1.69425 4.65646 -1.35657 0.58 -0.17 0.34
H -3.07180 3.64727 -1.37524 -0.08 -0.24 0.09
H -1.89701 3.47628 -2.63770 0.30 -0.21 0.02
H -1.68187 1.49613 -1.16059 -0.71 2.32 0.70
H 0.52638 3.21967 0.05013 0.11 0.63 -0.58
H 0.47108 2.54226 -1.68785 1.06 0.19 -0.05
H 2.22691 1.77758 1.08284 -0.63 0.96 0.00
H 2.56104 1.42117 -0.58585 -0.11 -0.25 -0.27
H 2.09379 0.15756 0.65409 0.70 2.00 -0.43
H -1.24301 1.75075 1.21964 -0.40 -0.38 -0.26
H -1.45370 3.26465 1.08428 -0.46 0.70 0.33
C -0.70038 -0.31656 1.31254 -2.33 -0.64 0.78
C -0.35255 -0.91069 -0.07391 -5.47 3.45 -4.84
C -1.25070 -0.47648 -1.33096 1.10 -0.66 0.62
O -0.70087 -1.12649 -2.46877 0.16 -0.48 0.00
C -1.31765 -0.70001 -3.66119 -1.26 -0.82 0.10
N 1.02634 -0.74435 -0.42157 -2.25 -2.16 -6.86
H -1.78727 -0.25744 1.25519 -0.10 1.03 0.47
H -0.13294 0.55737 1.63245 -0.66 -0.30 -0.15
H -0.51117 -1.03892 2.10658 -0.79 0.36 -0.15
H -0.37960 -1.99120 0.06704 -2.83 -0.26 -1.89
H -1.17920 0.59044 -1.54232 0.82 -2.11 -0.24
H -2.31016 -0.69378 -1.19526 -0.21 -0.38 0.05
H -0.92935 0.20656 -4.12536 0.25 0.12 0.27
H -2.37774 -0.59814 -3.42895 -0.27 0.60 -0.19
H -1.35060 -1.51296 -4.38653 0.68 -0.05 -0.03
H 0.95305 -1.05565 -1.37959 0.95 -0.52 -0.53
H 1.20449 0.24937 -0.45118 -1.23 -4.93 -3.42
```
Forces are in eV/Å.